(1)
Below is a cluster of 2 separate species, C3H9NO3 in total, with properties calculated with ωB97M-V with the def2-TZVPD basis set.

ΔE to the lowest compared entry with this formula, charge and spin = 45.2 kcal per mole
strongest force on any atom = 6.5 eV/Å
SMILES = C[C@H](N)C(=O)O.O
LUMO energy = 0.486 eV
DFT total energy = -10888.6195 eV
Kohn-Sham gap = 9.67 eV
net charge = 0
HOMO energy = -9.19 eV

Atoms and positions in Å:
C -0.5444 -0.4329 -1.7322
C -0.7425 -0.7415 -0.2446
N -1.2982 0.5014 0.3807
C 0.4860 -1.3778 0.5918
O 0.4444 -1.8219 1.7305
O 1.6598 -1.2353 -0.1325
H -0.3752 -1.3886 -2.1506
H 0.4054 0.1984 -1.8384
H -1.4399 0.1711 -2.1318
H -1.5185 -1.4183 -0.1140
H -1.8866 1.0990 -0.1852
H -0.4774 1.1921 0.4110
H 2.3643 -1.4985 0.3255
O 0.6410 2.2976 1.4810
H 1.4380 2.8992 1.5661
H 0.8440 1.5559 2.0426



(2)
Below is a cluster of 2 separate species, C3H9NO3 in total, with properties calculated with ωB97M-V with the def2-TZVPD basis set.

ΔE to the lowest compared entry with this formula, charge and spin = 90.8 kcal per mole
strongest force on any atom = 3.7 eV/Å
SMILES = C=NOCCO.O
LUMO energy = 0.703 eV
DFT total energy = -10886.6452 eV
Kohn-Sham gap = 10.74 eV
net charge = 0
HOMO energy = -10.04 eV

Atoms and positions in Å:
C -1.5904 -1.8040 0.5783
N -0.7215 -1.4716 -0.3520
O -0.4312 -0.1151 -0.2391
C 0.7306 0.1705 -1.0074
C 2.0090 -0.0887 -0.1931
O 2.0924 0.7837 0.9769
H -2.0638 -2.8050 0.7333
H -1.8592 -1.1551 1.4113
H 0.7001 1.2558 -1.1573
H 0.8388 -0.4590 -1.8889
H 2.8565 0.2891 -0.7714
H 2.0501 -1.1236 0.1877
H 1.2853 0.6551 1.5379
O -2.3682 2.0634 0.0042
H -1.8370 1.4445 -0.4594
H -1.6914 2.3600 0.6390



(3)
Below is a cluster of 2 separate species, C3H9NO3 in total, with properties calculated with ωB97M-V with the def2-TZVPD basis set.

ΔE to the lowest compared entry with this formula, charge and spin = 205.3 kcal per mole
strongest force on any atom = 5.6 eV/Å
LUMO energy = -4.660 eV
DFT total energy = -10881.6806 eV
Kohn-Sham gap = 4.18 eV
net charge = 0
HOMO energy = -8.84 eV

Atoms and positions in Å:
C -0.3183 -0.6986 0.5186
C 0.3208 -0.2284 -0.7544
C -0.5582 0.9700 -1.1589
O -0.0956 2.0313 -0.1652
O -1.7828 0.6855 -1.2028
N -1.1105 -1.9016 0.3022
H -0.8793 0.1087 1.0403
H 0.4466 -0.8208 1.3040
H 0.0481 -1.0402 -1.5026
H 1.3765 0.1557 -0.6918
H -0.1192 1.3339 -2.1514
H -2.0911 -1.8973 0.3798
H -0.6645 -2.6442 0.8869
H 2.7285 1.2332 1.6752
H 0.7099 1.7315 0.3231
O 1.9893 0.9813 1.1970



(4)
Below is a cluster of 2 separate species, C3H9NO3 in total, with properties calculated with ωB97M-V with the def2-TZVPD basis set.

ΔE to the lowest compared entry with this formula, charge and spin = 15.0 kcal per mole
strongest force on any atom = 1.6 eV/Å
spin multiplicity = 2
<S²> = 0.77
LUMO energy (alpha / beta) = -3.324 / -9.076 eV
DFT total energy = -10880.1519 eV
Kohn-Sham gap (alpha / beta) = 12.31 / 6.56 eV
net charge = +1
HOMO energy (alpha / beta) = -15.64 / -15.63 eV

Atoms and positions in Å:
O 0.8746 2.4924 -1.1878
C 0.4611 1.7266 -0.3735
N 0.3463 0.3521 -0.8346
C -0.0058 -0.7648 -0.0904
O 1.0352 -1.6861 -0.0713
C 0.1317 2.0641 1.0413
H 0.7315 0.3763 -1.7639
H -0.3466 -0.4697 0.9011
H -0.8527 -1.3274 -0.5389
H 0.6456 -2.5731 -0.0228
H -0.6587 1.5132 1.5307
H 1.0400 1.9496 1.6098
H -0.0513 3.1337 1.1114
H -2.4575 -3.8707 0.7327
H -2.7143 -2.4553 1.3401
O -2.0464 -3.0259 0.9412



(5)
Below is a cluster of 2 separate species, C3H9NO3S in total, with properties calculated with ωB97M-V with the def2-TZVPD basis set.

ΔE to the lowest compared entry with this formula, charge and spin = 54.5 kcal per mole
strongest force on any atom = 3.3 eV/Å
LUMO energy = 0.700 eV
DFT total energy = -21723.2685 eV
Kohn-Sham gap = 10.10 eV
net charge = 0
HOMO energy = -9.40 eV

Atoms and positions in Å:
C 0.1005 0.5704 -1.0697
C -1.6160 -1.0308 -0.1387
C -0.3083 -0.3688 -0.0003
N 0.4248 -0.5811 1.0252
O 3.6119 -0.8477 -0.9350
O 4.7147 1.2276 -0.3623
O 2.8519 0.4487 1.2300
S 4.0895 -0.1669 0.2498
H 0.6822 1.4020 -0.6744
H -0.6906 1.1610 -1.7692
H 0.7942 0.0630 -1.7533
H -1.8564 -1.1464 -1.2626
H -2.5334 -0.3187 0.2458
H -1.6525 -1.9999 0.4475
H 0.1307 -1.3299 1.6633
H 1.8937 0.0588 1.2668
H 4.7258 2.0858 0.0610



(6)
Below is a cluster of 2 separate species, C3H9NO4 in total, with properties calculated with ωB97M-V with the def2-TZVPD basis set.

ΔE to the lowest compared entry with this formula, charge and spin = 40.3 kcal per mole
strongest force on any atom = 3.8 eV/Å
SMILES = C/N=C/O.OC(O)O
LUMO energy = 0.801 eV
DFT total energy = -12935.6566 eV
Kohn-Sham gap = 10.07 eV
net charge = 0
HOMO energy = -9.27 eV

Atoms and positions in Å:
C -2.5062 0.1369 -0.4111
N -1.4330 -0.7253 0.0807
C -0.7719 -0.2240 1.0865
O -0.1136 -1.0712 1.8925
H -2.2245 1.1966 -0.4331
H -2.7502 -0.1619 -1.4334
H -3.4123 0.0277 0.1951
H -0.8048 0.8033 1.4706
H -0.2039 -1.9565 1.5016
O 2.0158 0.7646 0.7415
C 1.5036 0.3193 -0.4807
O 2.0096 -0.9519 -0.7417
O 1.8633 1.2324 -1.4690
H 2.2153 -0.0551 1.2229
H 0.2899 0.1415 -0.5069
H 1.7320 -1.2171 -1.6350
H 2.5909 1.7406 -1.0804



(7)
Below is a cluster of 3 separate species, C3H9NO5 in total, with properties calculated with ωB97M-V with the def2-TZVPD basis set.

ΔE to the lowest compared entry with this formula, charge and spin = 46.7 kcal per mole
strongest force on any atom = 7.9 eV/Å
SMILES = O=CCNC(=O)O.O.O
LUMO energy = 0.053 eV
DFT total energy = -14982.7314 eV
Kohn-Sham gap = 10.16 eV
net charge = 0
HOMO energy = -10.10 eV

Atoms and positions in Å:
O -1.3672 -1.8622 1.9149
C -0.8848 -1.1192 1.1132
C 0.5230 -0.7630 0.9416
N 0.9071 -0.3776 -0.4563
C 0.2521 0.6932 -0.9114
O 0.2912 0.8249 -2.1254
O -0.1434 1.7393 -0.1514
H -1.5282 -0.5679 0.4238
H 0.8115 -0.0127 1.6931
H 1.3012 -1.4788 1.1509
H 1.1658 -1.1708 -1.0676
H 0.0508 1.5054 0.8918
O 3.0802 0.1051 1.5675
H 3.6080 0.2310 0.8661
H 3.2040 0.6400 2.2227
O -3.0124 0.3267 -1.9424
H -2.2646 0.5442 -2.5806
H -2.8279 1.0167 -1.3705



(8)
Below is a cluster of 2 separate species, C3H9NOS in total, with properties calculated with ωB97M-V with the def2-TZVPD basis set.

ΔE to the lowest compared entry with this formula, charge and spin = 71.3 kcal per mole
strongest force on any atom = 4.0 eV/Å
LUMO energy = -0.199 eV
DFT total energy = -17627.1139 eV
Kohn-Sham gap = 8.74 eV
net charge = 0
HOMO energy = -8.94 eV

Atoms and positions in Å:
C -0.9979 -1.4039 -3.0870
C 1.2683 1.5341 2.7010
C -0.7995 -0.7867 -1.7294
N 1.4405 0.3910 1.8112
O -1.5748 0.1084 0.6389
S -1.9234 -0.7499 -0.4746
H -1.4934 -0.7662 -3.7574
H -0.0311 -1.7719 -3.3272
H -1.7627 -2.1261 -2.9795
H 0.3184 1.7358 3.0891
H 1.9369 1.3768 3.4593
H 1.5619 2.4266 2.3499
H 0.9331 -0.4448 1.9661
H 0.0858 -0.2782 -1.5952
H 1.0378 0.7550 0.9347



(9)
Below is an isolated molecule of C3H9NOS, with properties calculated with ωB97M-V with the def2-TZVPD basis set.

ΔE to the lowest compared entry with this formula, charge and spin = 18.7 kcal per mole
strongest force on any atom = 1.2 eV/Å
SMILES = N[C@H](CO)CS
LUMO energy = 0.775 eV
DFT total energy = -17629.3938 eV
Kohn-Sham gap = 10.12 eV
net charge = 0
HOMO energy = -9.35 eV

Atoms and positions in Å:
N 0.6274 -1.0320 0.7364
C -0.3837 -0.1135 0.2079
C -1.5903 -0.9629 -0.2052
O -2.1165 -1.6518 0.8971
C 0.0607 0.7609 -0.9746
S 1.6739 1.5781 -0.6108
H 1.5444 -0.8420 0.3580
H 0.6960 -0.9131 1.7396
H -0.7377 0.5635 0.9952
H -1.2211 -1.6594 -0.9800
H -2.3753 -0.4213 -0.7349
H -1.4104 -2.2718 1.1291
H -0.6693 1.5680 -1.0463
H 0.0691 0.2261 -1.9189
H 1.3947 1.6951 0.6913



(10)
Below is a cluster of 2 separate species, C3H9NOS in total, with properties calculated with ωB97M-V with the def2-TZVPD basis set.

ΔE to the lowest compared entry with this formula, charge and spin = 38.0 kcal per mole
strongest force on any atom = 4.0 eV/Å
SMILES = NC=O.CSC
LUMO energy = 0.759 eV
DFT total energy = -17628.5570 eV
Kohn-Sham gap = 9.74 eV
net charge = 0
HOMO energy = -8.98 eV

Atoms and positions in Å:
N 1.5607 -0.3377 1.3029
C 1.4645 -1.6770 1.6584
O 1.2573 -2.5781 0.8728
H 2.0282 0.1268 2.0780
H 0.7364 0.0979 0.8228
H 1.2067 -1.7688 2.7157
C -1.5276 -0.3246 -0.4070
S -0.6492 1.2241 0.0095
C -0.3430 1.7228 -1.7018
H -0.9673 -1.1298 0.2386
H -2.5093 -0.3779 0.1191
H -1.4725 -0.5661 -1.4642
H -0.3402 2.8122 -1.7976
H -1.0873 1.3325 -2.4076
H 0.6426 1.4437 -2.0396



(11)
Below is a cluster of 2 separate species, C3H9NOS in total, with properties calculated with ωB97M-V with the def2-TZVPD basis set.

ΔE to the lowest compared entry with this formula, charge and spin = 79.5 kcal per mole
strongest force on any atom = 3.9 eV/Å
LUMO energy = -1.332 eV
DFT total energy = -17626.7579 eV
Kohn-Sham gap = 8.06 eV
net charge = 0
HOMO energy = -9.39 eV

Atoms and positions in Å:
C 1.3031 -0.4285 0.5412
O 2.4162 -0.3779 -0.3460
C -0.0359 -0.1047 -0.1271
C -1.2203 -0.2071 0.8154
S -2.6904 0.2970 -0.0393
N 0.1201 1.3134 -0.6193
H 1.4510 0.3451 1.2831
H 1.2767 -1.4245 0.9331
H 2.5450 0.5047 -0.7216
H -0.1242 -0.6746 -1.0185
H -1.3982 -1.2339 1.1452
H -0.9553 0.3918 1.6521
H -2.2744 -1.2738 -1.2624
H 0.4449 1.2425 -1.5933
H -0.8583 1.6305 -0.6425



(12)
Below is an isolated molecule of C3H9NOS, with properties calculated with ωB97M-V with the def2-TZVPD basis set.

ΔE to the lowest compared entry with this formula, charge and spin = 24.9 kcal per mole
strongest force on any atom = 1.3 eV/Å
SMILES = OCNCCS
LUMO energy = 0.788 eV
DFT total energy = -17629.1255 eV
Kohn-Sham gap = 9.99 eV
net charge = 0
HOMO energy = -9.20 eV

Atoms and positions in Å:
O -1.1022 0.4573 2.5570
C -1.2916 -0.5019 1.4900
N -0.1003 -0.6825 0.7049
C 0.1069 0.2873 -0.3568
C 0.8518 -0.3588 -1.5171
S 0.8994 0.7801 -2.9568
H -0.3191 0.9858 2.3527
H -2.0982 -0.1629 0.8738
H -1.5371 -1.4314 2.0056
H 0.6412 -0.7366 1.3942
H 0.6538 1.1577 0.0231
H -0.8503 0.6065 -0.7711
H 0.2478 -1.1728 -1.8897
H 1.8624 -0.6271 -1.2527
H 2.0355 1.3993 -2.6572



(13)
Below is a cluster of 2 separate species, C3H9NP in total, with properties calculated with ωB97M-V with the def2-TZVPD basis set.

ΔE to the lowest compared entry with this formula, charge and spin = 88.8 kcal per mole
strongest force on any atom = 4.2 eV/Å
LUMO energy = -5.785 eV
DFT total energy = -14024.1140 eV
Kohn-Sham gap = 7.82 eV
net charge = +1
HOMO energy = -13.61 eV

Atoms and positions in Å:
C -1.3984 -0.7230 1.4966
C -1.4888 0.4587 0.6777
C 1.9025 -0.4309 -0.9307
N -0.6254 -0.5944 0.2473
P 1.8477 1.1113 -1.3612
H -0.6499 -0.9192 2.2278
H -2.2267 -1.3655 1.4875
H -2.4536 0.8466 0.0801
H -0.8815 1.2702 1.1496
H 2.2308 -0.8586 0.0087
H 1.0700 -1.1235 -1.3758
H -1.1121 -1.1358 -0.4878
H 0.9522 1.4607 -2.4005
H 2.8332 2.0034 -0.8193



(14)
Below is a cluster of 2 separate species, C3H9NS in total, with properties calculated with ωB97M-V with the def2-TZVPD basis set.

ΔE to the lowest compared entry with this formula, charge and spin = 39.5 kcal per mole
strongest force on any atom = 0.8 eV/Å
spin multiplicity = 2
<S²> = 0.76
LUMO energy (alpha / beta) = 3.784 / 3.773 eV
DFT total energy = -15580.3345 eV
Kohn-Sham gap (alpha / beta) = 4.58 / 6.73 eV
net charge = -1
HOMO energy (alpha / beta) = -0.80 / -2.96 eV

Atoms and positions in Å:
C -2.6983 -0.6277 0.8680
N -1.2810 -0.7804 1.0116
C -0.5101 -0.2384 -0.1295
C 0.9994 -0.3368 0.0958
S 1.9208 0.8572 -0.9155
H -3.2285 -0.8645 1.7934
H -2.9389 0.4142 0.6798
H -3.1885 -1.1814 0.0490
H -1.0601 -1.7585 1.1568
H -0.8292 0.7951 -0.2301
H -0.7797 -0.7594 -1.0495
H 1.2894 -1.3424 -0.2097
H 1.1727 -0.2071 1.1586
H 1.3414 2.1342 0.4937



(15)
Below is an isolated molecule of C3H9NS, with properties calculated with ωB97M-V with the def2-TZVPD basis set.

ΔE to the lowest compared entry with this formula, charge and spin = 127.2 kcal per mole
strongest force on any atom = 5.8 eV/Å
SMILES = C=S(C)(C)=N
LUMO energy = 0.658 eV
DFT total energy = -15576.8160 eV
Kohn-Sham gap = 8.58 eV
net charge = 0
HOMO energy = -7.92 eV

Atoms and positions in Å:
C 1.4406 -0.0748 -1.0711
S 0.4311 0.2527 0.1319
C 0.0557 -1.3082 0.9252
C -1.6047 0.7387 -0.4451
N 1.1468 0.8631 1.2993
H 2.1173 0.5785 -1.4338
H 0.8149 -0.5227 -1.9514
H -0.1940 -1.9162 0.0552
H 0.9739 -1.6646 1.3317
H -0.8166 -1.1970 1.5675
H -1.5372 1.3566 -1.3003
H -2.0744 -0.1485 -0.7927
H -2.1645 1.1956 0.4525
H 1.4114 1.8467 1.2311



(16)
Below is a cluster of 2 separate species, C3H9NS in total, with properties calculated with ωB97M-V with the def2-TZVPD basis set.

ΔE to the lowest compared entry with this formula, charge and spin = 116.3 kcal per mole
strongest force on any atom = 6.1 eV/Å
LUMO energy = -2.118 eV
DFT total energy = -15577.2869 eV
Kohn-Sham gap = 5.39 eV
net charge = 0
HOMO energy = -7.51 eV

Atoms and positions in Å:
C -1.4264 0.3137 0.2999
C 0.0358 -0.1427 -0.0132
C 0.8675 0.8937 -0.6178
S 2.5987 0.4370 -0.2369
N 0.0408 -1.3602 -0.7052
H -1.4625 0.7284 1.3142
H -2.0183 -0.5892 0.2939
H -1.6868 1.0932 -0.3869
H 0.4698 -0.3964 1.0054
H 0.5096 1.0514 -1.6593
H 0.6256 1.8641 -0.1286
H 0.7126 -0.1517 1.9095
H -0.2730 -2.1323 -0.1212
H 1.0068 -1.6090 -0.9537